1.
Below is a structure of composition C29H40BrFeN2P2, with properties calculated with ωB97M-V with the def2-TZVPD basis set.

Geometry (Å):
Fe1 0.20857 -0.29640 -0.83759
C1 -4.35740 -0.89457 -2.33672
C2 -2.83993 -0.73345 -2.39986
C3 -2.15817 -2.06380 -2.67314
P1 -2.06033 0.10745 -0.96228
C4 -2.92598 1.71764 -0.86464
C5 -2.47795 2.53989 0.33532
C6 -2.75086 2.50482 -2.16499
C7 -2.47959 -0.77645 0.57206
C8 -3.75673 -1.01470 1.03983
C9 -3.95487 -1.54973 2.31463
C10 -2.87044 -1.79529 3.15648
C11 -1.58532 -1.55027 2.72899
C12 -1.36554 -1.08664 1.41026
N1 -0.14126 -0.79688 0.90351
C13 1.11958 -0.95342 1.53190
C14 1.50713 -2.05575 2.29012
C15 2.81578 -2.13581 2.73673
C16 3.73363 -1.13104 2.43809
C17 3.34726 -0.03708 1.68144
C18 2.03803 0.06441 1.21390
P2 1.29751 1.46053 0.31279
C19 1.09175 2.70903 1.64513
C20 2.44538 3.13003 2.23046
C21 0.18246 2.18548 2.75951
C22 2.48148 2.09981 -0.94295
C23 2.32703 3.61546 -1.12404
C24 2.15100 1.40766 -2.27298
H1 -4.72688 -1.22648 -3.30753
H2 -4.87803 0.03327 -2.09841
H3 -4.64355 -1.65566 -1.61051
H4 -2.59097 -0.06076 -3.22668
H5 -2.25772 -2.74416 -1.82199
H6 -1.10034 -1.92550 -2.90463
H7 -2.60558 -2.55378 -3.53899
H8 -3.98065 1.45842 -0.72936
H9 -1.42371 2.80927 0.24623
H10 -2.63119 2.00932 1.27528
H11 -3.05402 3.46461 0.38401
H12 -1.69777 2.74618 -2.33485
H13 -3.29502 3.44687 -2.09641
H14 -3.12883 1.97908 -3.03991
H15 -4.61959 -0.76622 0.43769
H16 -4.96054 -1.73664 2.66645
H17 -3.04103 -2.15961 4.16039
H18 -0.75736 -1.68880 3.40677
H19 0.82161 -2.87193 2.46885
H20 3.12705 -2.99654 3.31364
H21 4.75219 -1.20955 2.79359
H22 4.07324 0.73148 1.44637
H23 0.61321 3.56424 1.15954
H24 2.76590 2.42176 2.99452
H25 2.33979 4.10450 2.70862
H26 3.24094 3.21768 1.49123
H27 0.65512 1.34917 3.28023
H28 -0.78916 1.86196 2.39868
H29 0.02260 2.97586 3.49375
H30 3.50638 1.86169 -0.64675
H31 1.28170 3.88841 -1.29441
H32 2.88790 3.93722 -2.00159
H33 2.69171 4.18549 -0.27320
H34 1.14214 1.68365 -2.60245
H35 2.23850 0.31582 -2.24399
H36 2.83602 1.72096 -3.06259
Br1 5.37757 -2.86984 -1.02870
C25 3.53713 -3.08745 -1.27201
C26 2.99671 -4.31245 -1.62322
C27 1.62580 -4.38827 -1.78586
C28 0.85318 -3.25992 -1.58920
N2 1.36886 -2.06716 -1.24548
C29 2.70497 -1.99890 -1.10113
H37 3.62958 -5.17789 -1.76685
H38 1.14795 -5.31739 -2.06271
H39 -0.21693 -3.31640 -1.69251
H40 3.13888 -1.04657 -0.84587

Cartesian forces (eV/Å) of the 2 atoms listed first:
-0.27 0.91 0.43
-0.05 0.05 0.01

HOMO-LUMO gap (spin up / spin down) = 8.1 / 6.8 eV
Calculated total energy = -156695.6257 eV
Net charge = +2
2S+1 = 2
⟨S²⟩ = 1.0977

2.
Below is a structure of composition C29H57AgBrCl3O14S7, with properties calculated with ωB97M-V with the def2-TZVPD basis set.

Geometry (Å):
Ag1 -0.61125 -0.41274 1.05623
Br1 0.52466 0.74118 -0.93759
C1 -5.61743 2.02615 2.31302
C2 -5.59473 0.87768 1.21516
C3 -4.55982 -0.15538 1.74106
S1 -3.46237 0.73414 2.85687
O1 -2.11074 0.69087 2.31724
O2 -3.56674 0.28881 4.22857
C4 -4.21199 2.33125 2.63634
H1 -6.05690 1.46755 3.22778
H2 -6.15344 2.90053 1.95578
H3 -5.39645 1.33843 0.24852
H4 -6.57049 0.33961 1.17435
H5 -3.96669 -0.72617 1.09496
H6 -5.07132 -0.98889 2.29777
H7 -3.62593 2.82192 1.84114
H8 -4.10357 3.05297 3.48149
C5 -3.16657 -4.48464 5.15047
C6 -2.94803 -3.05154 5.54993
C7 -1.82896 -2.43294 4.70824
S2 -1.90733 -3.32085 3.16924
O3 -0.64515 -4.04291 3.05983
O4 -2.39716 -2.43634 2.13219
C8 -3.22958 -4.41450 3.61520
H9 -4.07464 -4.84092 5.60470
H10 -2.31726 -5.03693 5.53089
H11 -2.84091 -2.86519 6.60881
H12 -3.98314 -2.61632 5.42847
H13 -0.84217 -2.53474 5.12076
H14 -1.94074 -1.31424 4.61915
H15 -3.04811 -5.33654 3.04609
H16 -4.20358 -3.93625 3.37539
C9 -2.29415 -0.39018 -5.00524
C10 -3.85393 -0.49893 -5.12736
C11 -4.37373 -0.75132 -3.72860
S3 -3.36578 0.26875 -2.66953
O5 -2.77005 -0.44891 -1.53903
O6 -4.07774 1.47124 -2.36925
C12 -2.09448 0.62385 -3.85939
H17 -1.84546 -0.01258 -5.94254
H18 -1.76810 -1.30377 -4.73964
H19 -4.20755 -1.13497 -5.93264
H20 -4.20875 0.47203 -5.53838
H21 -4.16469 -1.79946 -3.55603
H22 -5.44397 -0.62278 -3.60073
H23 -1.21270 0.57887 -3.29547
H24 -2.37775 1.68851 -4.13412
C13 3.04442 -3.18985 4.24650
C14 4.11022 -2.10191 4.20080
C15 3.44782 -0.90961 3.48363
S4 2.33075 -1.58064 2.31608
O7 2.76343 -1.46847 0.93266
O8 0.97812 -1.13308 2.61946
C16 2.50524 -3.27383 2.89503
H25 2.31106 -2.88653 4.98736
H26 3.52073 -4.13322 4.58997
H27 4.93783 -2.50165 3.65305
H28 4.52998 -1.74994 5.15366
H29 4.08702 -0.21496 2.96396
H30 2.75144 -0.36963 4.14010
H31 3.15073 -3.86114 2.19383
H32 1.45448 -3.63900 2.84409
C17 2.71698 -4.13098 -1.52933
C18 3.05202 -3.04645 -2.50032
C19 2.24980 -1.73815 -2.03912
S5 0.66194 -2.49354 -1.81452
O9 -0.08804 -2.49714 -3.04797
O10 0.04437 -2.02342 -0.61429
C20 1.14915 -4.21250 -1.50428
H33 3.10615 -3.88946 -0.53616
H34 2.99614 -5.11394 -1.88065
H35 2.65356 -3.29281 -3.46834
H36 4.10513 -2.92079 -2.57525
H37 2.35294 -1.01945 -2.87561
H38 2.64732 -1.22936 -1.14661
H39 0.73913 -4.72055 -2.40276
H40 0.75957 -4.68893 -0.60902
C21 4.58132 1.80212 -3.06383
C22 5.55955 0.99925 -2.12537
C23 6.99799 1.23365 -2.65767
S6 6.76240 1.18195 -4.40865
O11 6.30997 -0.12944 -4.74728
O12 7.86593 1.88189 -5.03198
C24 5.33018 2.25072 -4.36937
H41 4.07603 2.70336 -2.59996
H42 3.78465 1.20835 -3.38066
H43 5.30849 -0.05692 -2.16767
H44 5.45826 1.25503 -1.08607
H45 7.76529 0.49313 -2.32413
H46 7.31954 2.20648 -2.27711
H47 4.83881 2.08276 -5.28317
H48 5.71387 3.22196 -4.35086
C25 0.13820 6.67197 -2.16427
C26 -0.85478 5.95416 -3.23882
C27 -1.48372 4.76596 -2.47015
S7 -0.35434 4.34757 -1.07963
O13 0.80255 3.76388 -1.63881
O14 -1.06722 3.55933 -0.06117
C28 -0.04014 6.06666 -0.76287
H49 0.06673 7.76586 -2.11207
H50 1.14914 6.53334 -2.46885
H51 -0.42670 5.71368 -4.14848
H52 -1.64191 6.74053 -3.32354
H53 -1.68763 3.84282 -3.01271
H54 -2.42913 5.02929 -1.97229
H55 0.85482 6.13249 -0.17350
H56 -0.95096 6.43666 -0.14897
C29 0.44457 2.31258 3.41639
Cl1 0.04083 3.94305 3.90098
Cl2 0.44917 1.17860 4.83177
Cl3 2.08689 2.21081 2.71542
H57 -0.25075 1.92400 2.67925

Cartesian forces (eV/Å) of the 2 atoms listed first:
-0.28 -0.33 -0.15
0.06 0.56 -0.14

HOMO-LUMO gap (spin up / spin down) = 10.2 / 6.6 eV
Calculated total energy = -247108.2296 eV
Net charge = +1
2S+1 = 2
⟨S²⟩ = 0.7533

3.
Below is the molecule C6H12N2O, with properties calculated with ωB97M-V with the def2-TZVPD basis set.

Geometry (Å):
H1 -2.23996 -0.59977 -1.84864
N1 -1.70056 0.15809 -1.43966
C1 -0.65870 -0.23320 -0.80255
C2 -0.29905 -1.66980 -0.51378
C3 0.65668 0.75983 -0.82560
C4 1.96452 0.28636 -1.42613
C5 0.68817 0.94474 0.65995
O1 1.60621 0.76967 1.41956
N2 -0.68161 0.79919 1.04236
C6 -1.06135 0.40623 2.38753
H2 0.16269 -2.10511 -1.39519
H3 -1.19565 -2.25342 -0.31005
H4 0.41519 -1.74181 0.31071
H5 0.26641 1.65691 -1.30587
H6 1.81445 0.01509 -2.47083
H7 2.35850 -0.56792 -0.87879
H8 2.71968 1.06975 -1.36939
H9 -1.35859 1.38750 0.56786
H10 -0.20828 -0.06073 2.87392
H11 -1.35951 1.28183 2.96690
H12 -1.88923 -0.30343 2.35770

Cartesian forces (eV/Å) of the 2 atoms listed first:
-0.42 -0.22 0.88
0.93 0.26 -0.50

HOMO-LUMO gap = 9.5 eV
Calculated total energy = -11443.0553 eV
SMILES string = [H]/N=C(\C)[C@H](C)C(=O)NC
Energy relative to the best compared isomer or geometry (same formula, charge and spin) = 155.9 kJ/mol
2S+1 = 1

4.
Below is the ion C5H8N5S with charge +1, with properties calculated with ωB97M-V with the def2-TZVPD basis set.

Geometry (Å):
C1 -0.06695 -0.40066 -2.45754
C2 0.72305 0.74251 -2.56146
C3 0.55685 -1.73681 0.67520
C4 -0.53851 -0.68066 -1.07460
C5 -0.23450 1.74100 2.32914
N1 1.17711 1.58559 -1.57087
N2 0.90762 1.24178 -0.42608
N3 0.36387 -0.42414 1.05023
N4 0.02512 0.29169 -0.11517
N5 0.06721 -1.95696 -0.55597
S1 0.88510 0.38122 2.44925
H1 -0.19125 -1.07573 -3.20668
H2 0.98992 0.95828 -3.64952
H3 0.81682 -2.42343 1.32430
H4 -1.61858 -0.78014 -0.74489
H5 -0.23544 2.44209 3.20556
H6 -1.29132 1.42157 2.33309
H7 -0.12221 2.25406 1.38720
H8 0.14479 -2.80535 -1.07759

Cartesian forces (eV/Å) of the 2 atoms listed first:
0.92 3.30 3.86
1.33 -0.14 -3.35

HOMO-LUMO gap (spin up / spin down) = 6.8 / 6.1 eV
Calculated total energy = -23585.8031 eV
Net charge = +1
Energy relative to the best compared isomer or geometry (same formula, charge and spin) = 153.7 kJ/mol
2S+1 = 3
⟨S²⟩ = 2.0282